# 1
76
Properties=species:S:1:pos:R:3:forces:R:3 method="wB97M-V/def2-TZVPD" orbital_gap_ev="7.149 / 5.793" e_above_lowest_ev=0.000 spin_multiplicity=6 s2=8.778 e_homo_ha="-0.267 / -0.321" energy_ev=-91196.635
Pd 0.019170 2.249549 0.787191 0.50 0.20 0.35
O 4.314674 1.736671 0.817585 0.12 0.03 0.07
C 3.130121 1.998075 0.929318 -0.15 -0.13 -0.27
O 2.193177 1.617370 0.122625 -0.03 0.09 -0.02
C 2.671284 2.821714 2.122268 0.04 0.08 0.05
C 3.515732 3.245312 3.134626 -0.05 0.03 -0.02
C 2.967368 3.964002 4.190166 0.02 0.00 0.01
C 1.608293 4.251849 4.211552 -0.01 0.01 -0.08
C 0.829316 3.802108 3.158940 0.07 0.01 0.12
N 1.378112 3.113638 2.167176 0.02 -0.06 0.16
C -0.677016 4.016811 3.046226 -0.13 -0.08 -0.19
O -1.235696 4.676824 3.898767 0.01 0.03 0.10
O -1.232999 3.460808 2.016558 -0.18 0.00 0.10
H 4.566018 3.001762 3.071154 0.02 -0.01 0.02
H 3.601866 4.297072 5.001610 0.00 0.01 -0.01
H 1.136068 4.807841 5.008074 0.00 0.01 0.02
Te 0.480698 -2.416560 -1.312550 -0.02 0.04 0.24
C -1.531020 -3.034616 -1.411953 -0.15 -0.01 -0.08
C -2.095145 -3.444358 -2.608628 0.01 -0.07 -0.01
C -3.423092 -3.851489 -2.605896 -0.01 -0.02 -0.01
N -4.193412 -3.863358 -1.523428 0.06 -0.01 0.02
C -3.632405 -3.472168 -0.380880 -0.03 -0.04 0.01
C -2.313640 -3.060529 -0.264866 0.00 0.02 -0.02
C 0.084877 -0.595766 -0.415551 0.34 0.25 -0.04
P -0.807764 0.849253 -1.093362 0.28 -0.34 0.01
C -2.137348 0.176466 -2.119718 -0.12 0.07 -0.03
C -1.957883 -0.100025 -3.473997 0.00 0.05 -0.03
C -3.029652 -0.544085 -4.232562 0.01 -0.02 -0.01
C -4.272595 -0.729960 -3.644906 -0.02 0.03 0.00
C -4.450280 -0.476415 -2.291896 0.05 0.04 -0.01
C -3.387036 -0.011034 -1.533324 -0.03 -0.07 -0.03
C 0.982112 1.525185 -3.371402 0.00 -0.02 0.22
C 2.063951 0.647448 -3.309559 0.05 -0.02 -0.01
C 2.769833 0.325928 -4.458766 -0.01 0.00 0.01
C 2.411901 0.885991 -5.677264 -0.02 0.02 0.01
C 1.355614 1.786724 -5.740419 0.02 -0.03 0.02
C 0.646691 2.109046 -4.594151 -0.02 0.01 -0.04
P 0.551755 -0.074110 1.249268 -0.59 -0.09 -0.09
C -0.762877 -0.860423 2.238069 0.07 -0.15 0.09
C -1.979469 -0.195162 2.382086 -0.02 0.15 0.00
C -3.034245 -0.805506 3.045958 0.02 -0.01 -0.02
C -2.878320 -2.075988 3.581012 0.00 -0.01 -0.01
C -1.661149 -2.736013 3.463594 -0.01 0.05 0.00
C -0.608131 -2.133343 2.793485 0.01 -0.01 -0.03
C 2.074982 -0.769041 1.889737 0.14 0.18 -0.03
C 2.274004 -0.706550 3.270833 -0.01 -0.05 0.02
C 3.482574 -1.106850 3.815415 0.00 0.00 -0.04
C 4.498486 -1.563762 2.986007 0.01 0.02 0.01
C 4.313041 -1.602839 1.612797 -0.03 -0.01 0.01
C 3.110395 -1.191335 1.063144 0.00 -0.04 -0.07
H -1.530426 -3.443361 -3.532565 -0.03 0.04 0.02
H -3.889106 -4.170488 -3.531196 -0.02 -0.01 -0.02
H -4.269364 -3.490395 0.496113 -0.01 0.00 0.03
H -1.921749 -2.765926 0.700218 -0.03 0.00 -0.05
H -0.991675 0.041942 -3.940493 -0.02 -0.01 0.02
H -2.890486 -0.749602 -5.286079 0.00 0.01 -0.02
H -5.108535 -1.067886 -4.243316 0.00 -0.03 0.00
H -5.416414 -0.628642 -1.830788 -0.02 -0.01 0.00
H -3.527821 0.206594 -0.480942 0.01 0.02 0.02
H 2.375100 0.273786 -2.342097 -0.02 -0.04 0.01
H 3.612385 -0.350755 -4.398506 0.01 0.00 -0.01
H 2.964325 0.634575 -6.572634 0.01 0.00 -0.02
H 1.080948 2.236018 -6.685539 0.00 0.01 -0.02
H -0.185871 2.800381 -4.641237 -0.01 0.01 0.00
H -2.101796 0.816007 2.000814 0.03 -0.08 0.01
H -3.971632 -0.277725 3.156595 -0.02 0.01 0.01
H -3.701544 -2.548057 4.100851 -0.01 -0.01 0.02
H -1.531427 -3.719554 3.894420 0.00 -0.03 0.00
H 0.335581 -2.655454 2.699081 0.01 0.00 -0.02
H 1.483528 -0.349024 3.920706 -0.01 0.01 -0.01
H 3.633843 -1.052269 4.884933 0.00 -0.01 0.02
H 5.445488 -1.869780 3.410214 0.00 -0.01 0.01
H 5.113786 -1.928629 0.964128 0.02 0.00 -0.01
H 2.996746 -1.164864 -0.013014 -0.02 0.03 0.00
S 0.028981 3.437853 -1.596594 -0.07 0.04 -0.03
C 0.236194 1.839092 -2.143244 0.01 -0.06 -0.43


# 2
80
Properties=species:S:1:pos:R:3:forces:R:3 method="wB97M-V/def2-TZVPD" total_charge=+1 orbital_gap_ev="5.404 / 5.537" e_above_lowest_ev=2.368 spin_multiplicity=4 s2=3.844 e_homo_ha="-0.357 / -0.393" energy_ev=-71329.099
Tc -0.534753 0.885467 0.366025 -0.30 -0.05 -0.03
C 6.003346 1.629257 -0.597457 0.79 -0.03 0.13
C 6.045482 1.538086 0.780401 -0.34 -0.03 1.23
C 4.848789 1.387367 1.555777 1.71 -0.46 -0.34
C 3.678265 1.297232 0.820646 0.53 0.75 -0.29
C 2.282601 1.200264 1.206624 0.22 -0.47 2.50
N 1.981032 1.244558 2.511481 -0.93 0.10 1.29
C 0.794670 1.039401 3.056236 -1.37 -1.69 -0.22
C 0.417907 1.014562 4.516113 -1.88 -0.32 0.25
C 1.055397 1.305904 5.712367 0.68 0.43 -0.74
C 0.371791 1.175834 6.898688 -2.18 -0.12 1.98
C -0.985495 0.689414 6.966363 2.46 0.62 1.88
C -1.579370 0.322729 5.813287 -1.27 0.03 -1.54
C -0.960415 0.574471 4.605211 2.38 0.06 -0.09
C -1.422633 0.385429 3.249939 -0.02 0.19 -2.24
N -2.689154 0.191748 2.849829 0.45 0.43 1.20
C -3.189062 0.323449 1.634998 -0.52 -0.32 -0.77
N -2.541009 0.539838 0.474512 0.72 -0.28 0.22
C -3.390324 0.402368 -0.599279 1.01 1.55 -1.70
N -3.053724 0.563501 -1.887104 0.28 -0.15 0.00
C -1.830168 0.829403 -2.411710 -1.73 -1.20 1.90
N -0.726236 1.049016 -1.655507 1.76 0.04 -0.46
C 0.373182 1.012294 -2.440162 1.08 1.16 -1.62
N 1.731359 1.266709 -2.147113 -2.47 -0.71 -2.12
C 2.203701 1.280503 -0.983888 1.38 -0.06 2.48
N 1.468522 1.061182 0.203966 0.55 0.41 -1.48
C 3.681544 1.457629 -0.564674 -2.32 -0.35 -0.17
C 4.824217 1.652721 -1.279667 -1.13 -0.05 -1.36
C -0.071431 0.813758 -3.867691 0.37 -0.42 0.85
C 0.575403 0.599603 -5.072644 -0.06 -0.28 0.78
C -0.155837 0.198967 -6.194888 0.68 0.96 1.45
C -1.502027 0.079206 -6.117231 -3.08 -0.51 0.81
C -2.215842 0.267008 -4.877413 0.19 -0.09 -0.15
C -1.452239 0.633620 -3.793340 -0.18 0.41 -0.32
C -4.748645 0.241224 -0.128047 -1.25 -0.19 0.40
C -6.026187 0.178887 -0.767363 2.59 0.07 0.46
C -7.079309 0.015903 0.091310 -1.32 0.54 -0.56
C -6.967608 0.011966 1.462486 -0.28 -0.86 2.73
C -5.724662 0.088821 2.124830 0.19 0.10 -0.55
C -4.635812 0.203764 1.287778 0.17 -0.22 -0.36
N -0.358170 0.559964 2.392590 0.72 1.31 0.27
H 6.883408 1.628186 -1.210041 0.61 0.33 0.20
H 7.028768 1.617595 1.271167 -0.67 -0.26 -0.12
H 4.965022 1.204318 2.644118 -0.55 0.44 -0.87
H 2.057776 1.702128 5.675227 0.21 -0.02 0.19
H 0.729175 1.495052 7.902501 0.43 -0.24 -1.16
H -1.456339 0.600259 7.981384 0.41 0.02 -1.31
H -2.564025 -0.089518 5.755966 -0.56 -0.15 0.22
H 4.780208 1.810040 -2.357252 0.08 -0.17 0.23
H 1.633786 0.639171 -5.074790 0.91 0.18 -0.28
H 0.335199 0.043724 -7.109213 0.60 -0.25 -1.05
H -2.043379 -0.226100 -7.016248 0.01 0.13 0.38
H -3.281165 0.124666 -4.578037 0.73 -0.01 -1.31
H -6.162078 0.263206 -1.849523 0.20 -0.11 0.48
H -8.061781 0.010732 -0.365037 -0.13 -0.23 0.23
H -7.849372 -0.179390 2.132000 0.71 0.47 -1.06
H -5.504899 0.083399 3.204774 -0.74 -0.08 -0.57
O -0.638996 5.016395 -0.522955 -0.11 -1.35 0.95
C -0.619658 3.959979 0.027896 0.31 0.28 -0.63
N -0.540459 2.880573 0.566203 -0.53 0.74 -0.23
C -0.468686 -2.716778 -2.807697 1.61 -1.22 -0.92
N 0.709895 -2.920721 -1.971968 0.76 1.59 2.16
C 1.597981 -3.952148 -2.455890 1.88 0.63 -1.18
C 0.933138 -2.177845 -0.788996 -1.98 -2.02 -2.29
S -0.470490 -1.596565 0.003461 -0.77 0.19 0.06
N 2.087966 -2.159102 -0.186303 1.78 0.02 0.55
C 3.424456 -2.334072 -0.793036 0.24 -1.81 2.25
C 2.236855 -2.003785 1.275088 0.22 -1.48 0.37
H -0.910014 -3.706914 -2.909993 -0.66 0.23 0.10
H -0.166805 -2.412022 -3.820605 0.05 0.11 0.21
H -1.068214 -1.984973 -2.370803 -1.27 0.84 0.53
H 1.036064 -4.721341 -3.012402 0.22 0.46 0.29
H 2.210286 -4.426674 -1.692507 -0.50 -0.06 0.36
H 2.394360 -3.479445 -3.129632 -1.19 -0.84 0.31
H 3.487372 -2.208507 -1.842198 -0.19 0.21 -0.83
H 3.802410 -3.360170 -0.457609 -0.36 1.17 -0.82
H 4.072631 -1.649410 -0.249392 0.10 0.32 -0.42
H 1.292523 -1.854097 1.797477 0.11 0.11 -0.37
H 2.903951 -1.172963 1.426034 0.25 0.19 0.41
H 2.706059 -2.959917 1.712565 -0.50 1.35 -0.79


# 3
80
Properties=species:S:1:pos:R:3:forces:R:3 method="wB97M-V/def2-TZVPD" total_charge=+1 orbital_gap_ev="6.989 / 4.960" e_above_lowest_ev=1.236 spin_multiplicity=2 s2=0.799 e_homo_ha="-0.386 / -0.385" energy_ev=-116870.595
Pd -0.007386 -0.760420 1.081241 1.83 -0.46 1.31
S 0.439388 -1.713585 3.152535 -0.27 0.28 -0.41
C -0.171791 -3.071813 2.288569 0.01 -0.42 0.57
N -0.273281 -2.903022 1.010213 -0.41 0.27 -0.75
C -0.828068 -4.011614 0.372808 0.00 0.32 0.00
C -1.027686 -4.152700 -0.995392 0.00 0.01 -0.10
C -1.648524 -5.301537 -1.447845 0.03 -0.01 0.06
C -2.044561 -6.304961 -0.555789 0.01 0.03 0.01
C -1.786914 -6.195558 0.798790 0.07 -0.03 0.00
C -1.170445 -5.034691 1.254654 -0.07 -0.08 0.12
S -0.737476 -4.590855 2.890861 -0.06 -0.07 -0.03
H -0.679361 -3.375358 -1.666165 -0.06 -0.01 0.03
H -1.821686 -5.436017 -2.507423 -0.02 0.01 0.00
H -2.557550 -7.181115 -0.929808 0.07 -0.02 0.00
H -2.050963 -6.991405 1.482539 -0.05 0.02 -0.01
S 6.077942 -1.814858 1.161001 0.50 -0.48 -0.63
C 4.864925 -0.826979 0.717205 0.02 0.16 1.44
S 3.233123 -1.243743 1.139113 -0.36 -0.34 -0.20
C 2.854071 0.422252 1.333278 0.16 0.23 -0.19
N 3.867737 1.231138 0.962210 -0.48 -0.10 0.00
N 4.918870 0.554973 0.565423 0.35 0.51 -0.62
C 6.008282 1.326524 -0.005975 -0.19 -0.14 0.24
C 7.146340 0.715048 -0.513306 0.03 -0.13 -0.05
C 8.194601 1.505423 -0.959983 -0.04 0.00 -0.04
C 8.093145 2.887219 -0.943311 0.04 0.00 -0.01
C 6.921102 3.484800 -0.501145 -0.03 0.01 -0.02
C 5.876371 2.711351 -0.029460 -0.06 0.07 0.14
S 1.409763 1.028357 1.923044 -0.39 -0.01 -0.63
H 7.227745 -0.357981 -0.558649 0.05 0.03 0.04
H 9.097617 1.030354 -1.318838 -0.03 -0.01 -0.03
H 8.921913 3.496552 -1.278326 -0.02 -0.01 -0.02
H 6.820995 4.561787 -0.514573 0.00 -0.01 0.02
H 4.968347 3.166623 0.334592 0.05 0.04 0.01
O 0.778270 -1.130435 -1.182185 0.06 0.12 0.01
N 1.683907 -0.369539 -1.736365 -0.16 -0.01 -0.04
C 1.522773 0.969347 -1.771059 0.05 0.12 0.01
C 2.490547 1.773251 -2.341141 0.00 -0.02 0.00
C 3.634651 1.212393 -2.884585 -0.01 -0.01 -0.02
C 3.767327 -0.168955 -2.854202 0.02 0.01 -0.01
C 2.781156 -0.940073 -2.279494 0.07 -0.03 0.01
H 0.610690 1.326560 -1.310553 -0.01 -0.04 -0.01
H 2.328194 2.842155 -2.357566 0.00 -0.02 0.03
H 4.398502 1.831511 -3.335109 -0.01 -0.01 0.02
H 4.631183 -0.660555 -3.281048 -0.02 0.00 0.02
H 2.805328 -2.017227 -2.216038 -0.03 0.00 0.02
O -0.901842 1.250262 0.099796 -0.68 -0.06 -0.05
P -2.393771 1.119583 0.342204 0.33 0.09 -0.44
C -2.743072 0.319815 1.903226 -0.17 0.00 0.15
C -2.131538 0.851308 3.042100 -0.10 0.06 0.05
C -2.416657 0.328768 4.289677 0.01 0.00 0.02
C -3.319265 -0.722256 4.409501 0.04 -0.04 -0.01
C -3.934055 -1.249503 3.283895 0.00 0.00 0.00
C -3.653476 -0.725131 2.027988 0.01 -0.05 0.05
C -3.160666 2.734764 0.449160 -0.12 0.08 -0.01
C -4.488478 2.881011 0.859300 0.10 0.03 0.03
C -5.036616 4.146454 0.983079 0.02 -0.03 0.00
C -4.260872 5.266870 0.704370 -0.02 -0.01 -0.01
C -2.948838 5.123764 0.280438 0.02 -0.02 0.02
C -2.393966 3.856081 0.152432 -0.06 0.04 -0.03
C -3.209057 0.177516 -0.956437 -0.17 0.15 -0.16
C -4.248367 0.734689 -1.702673 0.03 -0.10 0.00
C -4.803550 0.033742 -2.765794 0.01 0.01 0.06
C -4.332194 -1.230189 -3.081777 0.07 -0.01 -0.01
C -3.301436 -1.795240 -2.338635 -0.03 -0.01 -0.02
C -2.737308 -1.095798 -1.285654 -0.04 0.02 0.03
H -1.459944 1.697737 2.947425 0.04 -0.03 -0.01
H -1.940601 0.740327 5.170333 -0.02 0.00 -0.01
H -3.547106 -1.128419 5.386675 0.01 0.01 -0.01
H -4.643572 -2.060878 3.383412 0.01 0.01 -0.01
H -4.152994 -1.118688 1.151614 0.03 -0.04 0.00
H -5.086326 2.004488 1.084562 0.00 0.02 0.05
H -6.063508 4.262504 1.304352 0.02 0.00 0.00
H -4.684384 6.255690 0.823665 -0.01 -0.01 -0.03
H -2.354662 5.999817 0.055411 0.00 -0.01 0.01
H -1.369822 3.728383 -0.173659 0.01 0.00 0.04
H -4.628186 1.716373 -1.456777 0.03 0.04 -0.05
H -5.600466 0.480586 -3.345660 0.00 -0.01 0.02
H -4.757282 -1.776530 -3.914383 -0.02 0.01 0.03
H -2.937147 -2.785450 -2.583002 -0.02 0.04 0.02
H -1.928089 -1.545091 -0.722908 0.01 0.04 -0.01